{"formula": "C4H7N3O", "method": "wB97M-V/def2-TZVPD", "total_energy_ha": -396.08686, "smiles": "[H]/N=C\\C(N)=C(/N)C=O", "e_above_lowest_ev": 1.675, "homo_energy_ha": [-0.2825, -0.2824], "largest_force_ev_per_a": 1.58, "species": ["C", "C", "N", "N", "C", "C", "N", "O", "H", "H", "H", "H", "H", "H", "H"], "coordinates": [[-0.359, 0.839, 0.131], [-0.008, -0.431, -0.318], [0.240, 2.015, -0.316], [-0.852, -1.485, -0.106], [-1.357, 0.985, 1.160], [1.302, -0.702, -0.903], [1.915, -1.806, -0.961], [-2.046, 0.096, 1.649], [1.128, 1.925, -0.786], [0.223, 2.766, 0.357], [-1.571, -1.329, 0.593], [-0.466, -2.414, -0.180], [1.406, -2.623, -0.615], [-1.420, 2.008, 1.569], [1.864, 0.154, -1.275]], "forces_ev_per_a": [[0.4, -1.4, -0.5], [-1.0, 0.7, 0.8], [0.2, 0.5, -0.2], [0.3, -0.3, 0.0], [-0.2, -0.2, 0.2], [0.3, 0.1, -0.2], [0.2, -0.4, -0.2], [0.0, 0.3, -0.2], [-0.1, 0.1, 0.2], [0.2, 0.0, 0.0], [0.0, -0.1, 0.0], [-0.1, 0.2, 0.1], [-0.1, 0.3, 0.0], [-0.1, 0.1, 0.1], [-0.1, 0.0, 0.0]]}